DFT (ωB97M-V/def2-TZVPD) results for a molecular structure, C46H60N5O5S3SiTeTl.

Computed properties:
Spin multiplicity: 2
Relative energy (zero: lowest compared OMol25 entry of this formula, charge and spin): 26.86 kcal/mol
HOMO level (spin up / spin down): -0.1507 / -0.1671 hartree
Total charge: -1
<S²>: 0.762
Maximum force: 0.94 eV/A
HOMO-LUMO gap (spin up / spin down): 6.2 / 6.5 eV

Last column: Löwdin spin population.
CARTESIAN COORDINATES (ANGSTROEM)
Tl (0.99, 1.34, 0.53)  0.03
S (-1.06, -1.01, -0.48)  0.00
C (0.13, -1.82, 0.39)  0.00
N (1.20, -1.30, 0.94)  0.00
C (2.03, -2.24, 1.50)  0.00
C (3.26, -1.98, 2.11)  0.00
C (4.01, -3.03, 2.59)  0.00
C (3.57, -4.35, 2.47)  0.00
C (2.35, -4.63, 1.88)  0.00
C (1.59, -3.57, 1.39)  0.00
S (0.07, -3.61, 0.54)  0.00
H (3.57, -0.95, 2.21)  0.00
H (4.97, -2.84, 3.06)  0.00
H (4.18, -5.16, 2.85)  0.00
H (2.00, -5.65, 1.78)  0.00
O (-1.58, 2.70, -0.10)  0.00
H (-1.43, 3.43, -0.72)  0.00
H (-1.78, 1.92, -0.64)  0.00
N (-1.08, 2.22, -3.30)  0.00
C (-0.21, 1.48, -3.13)  0.00
C (1.81, 0.59, -7.88)  0.00
C (2.46, 1.46, -6.80)  0.00
C (3.98, 1.41, -6.93)  0.00
C (1.95, 2.89, -6.89)  0.00
O (2.12, 0.99, -5.50)  0.00
Si (1.47, -0.31, -4.80)  0.00
S (1.05, 0.44, -2.80)  0.00
O (0.14, -0.74, -5.59)  0.00
C (-0.83, -1.79, -5.42)  0.00
C (-0.86, -2.30, -3.98)  0.00
C (-2.17, -1.19, -5.80)  0.00
C (-0.44, -2.92, -6.37)  0.00
O (2.44, -1.58, -4.63)  0.00
C (3.50, -1.95, -3.72)  0.00
C (2.89, -2.67, -2.53)  0.00
C (4.28, -0.72, -3.27)  0.00
C (4.41, -2.88, -4.51)  0.00
H (2.06, 0.97, -8.87)  0.00
H (0.73, 0.58, -7.75)  0.00
H (2.17, -0.44, -7.79)  0.00
H (4.30, 1.83, -7.88)  0.00
H (4.33, 0.38, -6.86)  0.00
H (4.44, 1.98, -6.12)  0.00
H (2.19, 3.33, -7.86)  0.00
H (2.40, 3.49, -6.11)  0.00
H (0.87, 2.90, -6.75)  0.00
H (-1.10, -1.50, -3.28)  0.00
H (0.10, -2.73, -3.70)  0.00
H (-1.62, -3.08, -3.88)  0.00
H (-2.39, -0.34, -5.14)  0.00
H (-2.97, -1.92, -5.70)  0.00
H (-2.14, -0.83, -6.83)  0.00
H (0.56, -3.27, -6.12)  0.00
H (-0.44, -2.56, -7.40)  0.00
H (-1.14, -3.75, -6.28)  0.00
H (2.19, -2.02, -2.00)  0.00
H (3.66, -2.98, -1.83)  0.00
H (2.34, -3.56, -2.86)  0.00
H (3.68, -0.09, -2.61)  0.00
H (4.58, -0.12, -4.13)  0.00
H (5.17, -1.03, -2.73)  0.00
H (3.84, -3.73, -4.89)  0.00
H (5.22, -3.25, -3.88)  0.00
H (4.84, -2.35, -5.36)  0.00
N (3.55, 3.67, -0.55)  0.00
C (4.52, 4.12, 0.27)  0.00
C (5.29, 3.03, 0.60)  0.00
C (4.67, 1.95, -0.07)  0.00
N (3.62, 2.36, -0.76)  0.00
H (2.77, 4.19, -0.92)  0.00
H (4.60, 5.16, 0.56)  0.00
H (6.15, 3.00, 1.24)  0.00
H (4.95, 0.91, -0.07)  0.00
C (-8.79, 0.58, 4.45)  0.00
C (-7.33, 0.70, 4.10)  0.01
C (-6.90, 0.73, 2.77)  0.00
C (-5.56, 0.85, 2.44)  0.02
C (-5.17, 0.91, 0.98)  0.00
C (-4.59, 0.90, 3.45)  0.08
Te (-2.42, 1.11, 2.80)  0.25
N (-0.28, 1.59, 2.87)  0.45
C (0.72, 2.25, 3.38)  0.04
O (1.86, 2.32, 2.82)  0.03
C (0.58, 2.92, 4.73)  0.01
C (1.71, 3.00, 5.54)  0.00
C (1.63, 3.58, 6.80)  0.00
C (0.43, 4.10, 7.25)  0.00
C (-0.70, 4.05, 6.43)  0.00
C (-0.62, 3.45, 5.18)  0.00
C (-1.90, -0.61, 3.95)  0.01
C (-0.85, -0.46, 4.85)  0.00
C (-0.32, -1.54, 5.53)  0.00
C (-0.83, -2.81, 5.31)  0.00
C (-1.88, -2.97, 4.42)  0.00
C (-2.45, -1.88, 3.75)  0.00
C (-3.63, -2.12, 2.85)  0.01
C (-5.01, 0.91, 4.79)  0.01
C (-4.01, 1.01, 5.91)  0.01
C (-6.37, 0.81, 5.09)  0.00
H (-9.39, 0.45, 3.55)  0.00
H (-9.14, 1.47, 4.97)  0.00
H (-8.96, -0.28, 5.10)  0.00
H (-7.65, 0.65, 1.98)  0.00
H (-6.05, 0.79, 0.34)  0.00
H (-4.45, 0.14, 0.73)  0.00
H (-4.71, 1.88, 0.75)  0.00
H (2.64, 2.61, 5.16)  0.00
H (2.51, 3.62, 7.43)  0.00
H (0.36, 4.54, 8.24)  0.00
H (-1.63, 4.47, 6.78)  0.00
H (-1.50, 3.40, 4.55)  0.01
H (-0.42, 0.52, 5.00)  0.00
H (0.50, -1.39, 6.23)  0.00
H (-0.41, -3.67, 5.81)  0.00
H (-2.28, -3.96, 4.25)  0.00
H (-3.78, -3.19, 2.69)  0.00
H (-3.47, -1.64, 1.88)  0.00
H (-4.53, -1.70, 3.30)  0.00
H (-3.17, 1.63, 5.60)  0.01
H (-3.61, 0.03, 6.16)  0.00
H (-4.47, 1.44, 6.80)  0.00
H (-6.68, 0.80, 6.13)  0.00